No. 1
Below is a structure of composition C27H48BN10O2PbS3 at a distorted geometry, with properties calculated with wB97M-V/def2-TZVPD.

Last column: Mulliken charge in e.
Geometry (Å):
Pb: 0.0919 0.1166 0.4145  1.24
C: -5.2930 2.8732 -1.3277  -2.14
C: -4.3295 1.6974 -1.1867  1.08
C: -4.0676 1.4486 0.2982  -1.33
C: -4.9389 0.4819 -1.8806  -1.47
N: -3.0108 2.0587 -1.8575  0.51
C: -2.7703 3.2771 -2.4398  -0.05
C: -1.5105 3.2538 -2.9334  -1.41
N: -0.9707 2.0282 -2.6538  -0.06
B: 0.5151 1.7742 -3.0496  1.26
N: 0.8376 0.2549 -3.2064  0.22
C: 0.4086 -0.3999 -4.3292  -1.31
C: 0.8200 -1.6861 -4.2443  -0.21
N: 1.4981 -1.8300 -3.0600  0.47
C: 1.5077 -0.6300 -2.4362  0.15
S: 2.2599 -0.2882 -0.9114  -0.29
C: 2.1916 -3.1251 -2.6326  1.26
C: 1.8680 -4.2005 -3.6626  -2.19
C: 3.6983 -2.8784 -2.6153  -1.56
C: 1.6598 -3.5611 -1.2633  -1.48
N: 1.5154 2.4640 -2.0673  -0.12
C: 2.7787 2.7175 -2.5188  -1.30
C: 3.4767 3.2766 -1.5058  -0.21
N: 2.6435 3.3693 -0.4213  0.57
C: 1.4327 2.8636 -0.7752  0.32
S: 0.0019 2.7434 0.1934  -0.35
C: 3.1943 3.9846 0.8697  0.94
C: 3.6100 5.4187 0.5437  -1.54
C: 4.3911 3.1283 1.2887  -1.39
C: 2.1747 4.0095 1.9981  -1.75
C: -1.8932 1.2988 -1.9911  0.15
S: -1.6724 -0.3220 -1.4285  -0.26
H: -6.2391 2.5847 -0.8721  0.45
H: -5.4950 3.1147 -2.3721  0.52
H: -4.9380 3.7645 -0.8070  0.48
H: -5.0245 1.3143 0.8030  0.53
H: -3.5699 2.3126 0.7484  0.36
H: -3.4658 0.5538 0.4615  0.13
H: -5.8504 0.2036 -1.3512  0.48
H: -4.2711 -0.3776 -1.8830  0.31
H: -5.2067 0.7200 -2.9110  0.40
H: -3.4961 4.0676 -2.4841  0.59
H: -0.9686 4.0102 -3.4780  0.65
H: 0.6748 2.2871 -4.1200  -0.11
H: -0.1394 0.0991 -5.1114  0.66
H: 0.6736 -2.4932 -4.9372  0.61
H: 2.2522 -3.9575 -4.6544  0.53
H: 0.7970 -4.4053 -3.7226  0.48
H: 2.3603 -5.1178 -3.3444  0.46
H: 4.0528 -2.5766 -3.6024  0.41
H: 4.2060 -3.8032 -2.3396  0.47
H: 3.9806 -2.1155 -1.8895  0.32
H: 0.5764 -3.4355 -1.2043  0.31
H: 2.1205 -3.0128 -0.4442  0.25
H: 1.8867 -4.6178 -1.1220  0.53
H: 3.0855 2.4999 -3.5292  0.66
H: 4.4961 3.6187 -1.4882  0.61
H: 4.3771 5.4661 -0.2285  0.41
H: 4.0175 5.8826 1.4418  0.46
H: 2.7498 6.0055 0.2184  0.39
H: 5.2242 3.1974 0.5895  0.40
H: 4.1033 2.0776 1.3798  0.24
H: 4.7503 3.4721 2.2582  0.47
H: 1.2921 4.6019 1.7594  0.45
H: 2.6662 4.4765 2.8511  0.58
H: 1.8601 3.0077 2.2975  0.14
N: 0.7301 -0.0289 2.6698  -0.47
C: 1.0631 -1.4581 2.9376  0.27
C: 0.7954 -1.8649 4.3939  -1.21
C: -0.6530 -2.0241 4.9061  -0.12
C: -1.1616 -3.4776 4.9125  -1.52
N: -1.7589 -3.9844 3.6778  -0.03
C: -3.0455 -3.9887 3.3847  0.90
N: -3.4581 -4.5394 2.2371  -0.40
N: -3.9470 -3.4241 4.1962  -0.36
C: 0.3991 -2.4332 1.9361  0.54
O: 0.5765 -3.6218 2.1127  -0.74
O: -0.3166 -1.9303 0.9691  -0.70
H: 1.5420 0.5582 2.8506  0.24
H: -0.0144 0.3038 3.2797  0.34
H: 2.1363 -1.5738 2.7766  0.28
H: 1.3102 -1.1279 5.0146  0.45
H: 1.3152 -2.8088 4.5486  0.53
H: -1.3646 -1.3613 4.3968  0.24
H: -0.6469 -1.7196 5.9519  0.36
H: -1.8752 -3.6228 5.7236  0.59
H: -0.3215 -4.1330 5.1306  0.38
H: -1.1125 -4.4006 3.0166  0.26
H: -2.8047 -5.0300 1.6500  0.20
H: -4.4368 -4.6762 2.0505  0.22
H: -3.6779 -3.0941 5.1061  0.18
H: -4.9303 -3.5813 4.0496  0.22

Cartesian forces (eV/Å) of the 6 atoms listed first:
0.1 0.6 -1.5
0.1 0.1 0.0
0.1 0.0 0.0
0.1 0.0 0.0
0.1 0.0 -0.1
-0.1 0.0 0.1

## Properties
DFT total energy = -86187.349 eV
gap between HOMO and LUMO = 6.23 eV
charge = +3
largest force on an atom = 1.63 eV/A
LUMO energy = -9.778 eV

No. 2
Below is a structure of composition C43H57B4N3O35V at a distorted geometry, with properties calculated with wB97M-V/def2-TZVPD.

Last column: Mulliken charge in e.
Geometry (Å):
V: 0.1951 0.3880 0.2604  1.56
O: 2.9574 -7.7971 2.6053  -0.64
C: 2.4753 -6.6756 2.6829  0.09
O: 3.0536 -5.4881 2.4953  -0.78
B: 2.0915 -4.3849 2.5347  0.50
O: 0.7581 -5.1014 2.7237  0.60
C: 0.9493 -6.4331 2.7921  0.58
O: -0.0120 -7.1533 2.9091  -0.57
O: 1.8786 -3.4959 1.3723  -0.21
C: 1.8559 -2.2219 1.7516  0.58
O: 1.4176 -1.2930 1.0838  0.25
C: 2.2386 -2.2722 3.3403  0.34
O: 2.3759 -3.5584 3.7194  -0.47
O: 2.4586 -1.2902 4.0893  -0.63
O: -4.1632 -5.9666 1.8981  -0.60
C: -4.4598 -4.7661 1.5734  0.50
O: -3.8199 -4.0771 0.6658  0.16
B: -4.2624 -2.7213 0.5243  0.61
O: -5.1953 -2.5845 1.6433  -0.60
C: -5.4448 -3.7973 2.2505  0.40
O: -6.1943 -4.0353 3.1917  -0.66
O: -3.1155 -1.8822 0.8132  -0.19
C: -2.8326 -1.0555 -0.1735  0.44
O: -1.8772 -0.2759 -0.2928  0.43
C: -3.9708 -1.2306 -1.2127  0.13
O: -4.7682 -2.1892 -0.7918  -0.67
O: -4.1164 -0.6912 -2.2455  -0.70
O: 2.7925 -2.2388 -2.6933  -0.69
C: 1.7736 -2.7645 -2.2924  0.51
O: 1.4181 -4.0667 -2.2864  -0.60
B: 0.1325 -4.2941 -1.7271  1.04
O: -0.3249 -2.8884 -1.5959  -0.39
C: 0.5908 -1.9897 -1.8336  0.29
O: 0.5479 -0.7837 -1.6926  -0.86
O: 0.1314 -4.8211 -0.3631  0.07
C: -1.0221 -5.4075 -0.1030  0.61
O: -1.4819 -5.6617 1.0160  -0.51
C: -1.6471 -5.7080 -1.4899  0.28
O: -0.8496 -5.1423 -2.3787  -0.62
O: -2.6213 -6.4685 -1.5422  -0.66
O: -0.6494 0.4371 2.2597  -0.61
C: -1.1044 -0.3574 3.1509  0.61
O: -0.7937 -1.5797 3.3673  0.04
B: -1.7002 -2.1494 4.4404  0.60
O: -2.5123 -0.9990 4.8160  -0.71
C: -2.2136 0.0431 4.0535  0.21
O: -2.6587 1.1512 4.1247  -0.64
O: -0.9846 -2.6514 5.5788  -0.70
C: -1.1465 -4.0079 5.6207  0.29
O: -0.6871 -4.8115 6.4293  -0.65
C: -2.0070 -4.4348 4.4558  0.70
O: -2.4229 -3.3318 3.8309  0.13
O: -2.1483 -5.5798 3.9759  -0.50
C: 1.0710 2.4638 6.1497  -1.64
C: 1.3851 3.3789 4.9637  1.83
C: 1.7013 4.8936 5.3715  -1.36
C: 2.9901 5.2242 6.1127  -0.68
C: 4.0953 4.8071 5.1703  -1.05
C: 4.1141 3.3579 4.5864  1.34
N: 2.6474 3.0046 4.2995  -0.27
O: 2.5528 2.0082 3.4231  0.50
C: 5.0793 3.3792 3.2809  -1.79
C: 4.6574 2.3417 5.6281  -1.63
C: 0.2973 3.4501 3.8768  -1.70
H: 0.9598 1.4339 5.8107  0.24
H: 0.2808 2.7993 6.8214  0.36
H: 2.0094 2.4643 6.7041  0.40
H: 1.5135 5.6290 4.5892  0.34
H: 0.9488 5.0953 6.1338  0.46
H: 3.0424 4.7981 7.1146  0.40
H: 2.9724 6.3138 6.1354  0.36
H: 4.9779 4.8889 5.8047  0.40
H: 4.1336 5.5458 4.3698  0.36
H: 4.6985 3.9996 2.4695  0.34
H: 6.0775 3.8071 3.3741  0.40
H: 5.1699 2.3776 2.8606  0.31
H: 4.8538 1.3605 5.1958  0.39
H: 5.6417 2.6368 5.9916  0.45
H: 3.9909 2.1090 6.4586  0.29
H: 0.5465 4.0694 3.0152  0.32
H: -0.4538 3.9568 4.4827  0.49
H: -0.2383 2.5538 3.5641  -0.03
H: 2.7604 1.2635 3.9922  0.19
C: 0.1005 4.8217 -1.1319  -1.63
C: -0.0596 3.3056 -1.4615  1.68
C: 0.0958 3.0192 -2.9134  -1.00
C: 1.5624 2.9625 -3.4967  -1.11
C: 2.4776 2.2102 -2.5999  -0.99
C: 2.3600 2.4956 -1.0561  1.20
N: 0.9033 2.5306 -0.6523  1.01
O: 0.6981 2.5747 0.7610  1.07
C: 3.1332 1.3902 -0.2437  -1.99
C: 3.0902 3.9150 -0.7154  -1.58
C: -1.4832 2.9210 -0.9941  -2.20
H: 1.0181 5.3137 -1.4546  0.30
H: 0.1708 4.9230 -0.0489  0.22
H: -0.8243 5.2797 -1.4827  0.53
H: -0.2734 2.1119 -3.3916  -0.33
H: -0.6216 3.6776 -3.4032  0.68
H: 1.9069 3.9954 -3.4465  0.38
H: 1.6188 2.6230 -4.5310  0.45
H: 3.5149 2.4988 -2.7689  0.43
H: 2.2419 1.1481 -2.6684  0.28
H: 3.4038 1.7219 0.7587  -0.02
H: 2.6397 0.4184 -0.2570  0.35
H: 4.0671 1.2028 -0.7735  0.63
H: 4.1202 3.8955 -0.3593  0.44
H: 3.0929 4.4972 -1.6369  0.30
H: 2.6563 4.5123 0.0866  0.32
H: -2.1661 3.5173 -1.5992  0.69
H: -1.7355 3.1115 0.0490  0.13
H: -1.6589 1.8730 -1.2365  0.25
H: 1.0669 3.4103 1.0565  -0.24
C: -2.4626 1.8256 -5.6624  -1.96
C: -2.8464 0.3589 -6.0686  1.09
C: -2.6035 0.3728 -7.6997  -0.87
C: -2.5295 -1.0151 -8.2160  -0.63
C: -1.3598 -1.6684 -7.5392  -1.39
C: -1.6172 -1.8929 -5.9823  1.52
N: -1.9323 -0.6161 -5.4223  -0.50
O: -1.9027 -0.5137 -4.0415  1.08
C: -2.7678 -2.9407 -5.7264  -1.59
C: -0.3641 -2.4762 -5.1504  -2.07
C: -4.3776 0.1270 -5.7519  -1.60
H: -1.3767 1.9129 -5.7002  0.43
H: -2.6373 2.1462 -4.6354  0.31
H: -2.9748 2.5652 -6.2778  0.43
H: -3.5054 0.7320 -8.1954  0.38
H: -1.6894 0.9163 -7.9390  0.41
H: -2.3432 -0.9365 -9.2871  0.36
H: -3.4581 -1.5813 -8.1435  0.41
H: -0.3795 -1.1920 -7.5240  0.44
H: -1.1582 -2.6810 -7.8887  0.41
H: -3.0036 -2.9899 -4.6634  0.20
H: -3.6918 -2.8779 -6.3012  0.39
H: -2.4796 -3.9682 -5.9484  0.46
H: 0.3711 -1.6996 -4.9395  0.37
H: -0.6903 -2.8515 -4.1803  0.29
H: 0.1040 -3.3363 -5.6292  0.49
H: -4.6845 -0.8678 -6.0748  0.30
H: -4.8110 0.8768 -6.4137  0.53
H: -4.5351 0.3553 -4.6977  0.29
H: -2.7706 -0.8172 -3.7655  0.05

Cartesian forces (eV/Å) of the 6 atoms listed first:
-0.7 -1.8 0.1
0.0 2.3 0.4
-0.6 -2.0 -1.1
0.8 -0.2 -0.4
-2.4 -2.6 1.1
2.0 0.6 0.0

## Properties
DFT total energy = -150059.536 eV
gap between HOMO and LUMO (alpha / beta) = 7.07 / 7.07 eV
charge = -2
largest force on an atom = 6.19 eV/A
LUMO energy (alpha / beta) = 2.757 / 2.756 eV
2S+1 = 4
ΔE to the lowest compared entry with this formula, charge and spin = 32.19 kcal per mole

No. 3
Below is a cluster of 3 separate species, C22H48NO6P in total at a distorted geometry, with properties calculated with wB97M-V/def2-TZVPD.

Last column: Mulliken charge in e.
Geometry (Å):
C: 1.1783 -4.5826 -0.6413  -0.97
C: -0.1074 -4.0035 -1.3469  -0.54
C: -0.0656 -2.4351 -1.2563  1.69
C: -1.4165 -1.7783 -0.7973  -0.68
C: -1.0610 -0.4234 -0.0876  -0.69
C: -0.6308 0.7122 -1.0595  -1.18
C: 0.8965 0.7045 -1.4238  0.48
C: 1.6977 1.0567 -0.1369  -0.47
P: 3.5604 1.1772 -0.3648  -0.37
C: 4.2446 0.4646 1.2521  -0.55
C: 3.7995 -1.0423 1.4504  0.25
N: 4.8538 -1.9853 0.9977  -0.66
C: 4.1692 -0.0009 -1.6894  -0.38
C: 3.6633 0.3291 -3.1346  -0.85
C: 3.0636 -0.9965 -3.7529  0.09
C: 1.9105 -0.7366 -4.7798  -1.25
H: 1.9675 -4.7520 -1.3982  0.24
H: 1.5883 -3.8920 0.1208  0.20
H: 0.8887 -5.5184 -0.1322  0.35
H: -1.0316 -4.4352 -0.9290  0.43
H: -0.0334 -4.2578 -2.4188  0.29
H: 0.7712 -2.0625 -0.6329  -0.99
H: 0.1320 -2.0426 -2.2776  -0.52
H: -1.9027 -2.4133 -0.0336  0.38
H: -2.0944 -1.5451 -1.6345  0.23
H: -1.9782 -0.0686 0.4331  0.35
H: -0.3249 -0.6509 0.7026  0.27
H: -1.2658 0.7073 -1.9670  0.43
H: -0.8095 1.6900 -0.5633  0.42
H: 1.0358 1.5261 -2.1554  0.47
H: 1.2171 -0.2249 -1.9188  -0.61
H: 1.3583 2.0637 0.1803  0.32
H: 1.5014 0.3784 0.7149  0.21
H: 5.3452 0.4887 1.2330  0.63
H: 3.8079 1.0385 2.0930  -0.12
H: 2.8962 -1.2659 0.8410  -0.45
H: 3.5546 -1.2134 2.5177  0.47
H: 4.9847 -2.7212 1.6832  0.25
H: 4.5370 -2.4688 0.1645  0.25
H: 3.9659 -1.0396 -1.3675  0.01
H: 5.2743 0.1035 -1.7028  0.52
H: 4.5085 0.6693 -3.7630  0.49
H: 2.9146 1.1415 -3.1585  0.30
H: 2.6327 -1.6023 -2.9302  -0.29
H: 3.9172 -1.5613 -4.1658  0.57
H: 2.2338 -1.0947 -5.7799  0.35
H: 1.0470 -1.3801 -4.5212  0.27
H: 1.6241 0.3237 -4.8706  0.31
C: 2.3952 4.2514 2.2007  -0.59
C: 2.2793 3.6478 3.5857  -0.18
O: 2.0775 4.6552 4.5848  -0.36
C: 0.8457 5.1617 4.6422  0.75
O: -0.0840 4.8413 3.9537  -0.55
O: 0.8306 6.0996 5.5904  -0.34
C: -0.4120 6.7940 5.6926  -0.63
H: 3.1744 5.0154 2.1794  0.34
H: 2.6337 3.4816 1.4663  -0.07
H: 1.4648 4.7347 1.9004  0.30
H: 3.2129 3.1479 3.8443  0.29
H: 1.4853 2.9001 3.6346  0.29
H: -1.2430 6.1019 5.8203  0.29
H: -0.5659 7.4161 4.8106  0.29
H: -0.3540 7.4364 6.5685  0.22
C: -8.5990 -3.1553 -0.0415  -1.11
C: -7.3462 -3.0010 0.7975  -0.20
O: -6.2201 -2.6226 -0.0037  -0.34
C: -6.1927 -1.3438 -0.3808  0.75
O: -7.0057 -0.5064 -0.1017  -0.56
O: -5.1119 -1.1628 -1.1407  -0.28
C: -5.0117 0.1479 -1.6971  -0.62
H: -8.4240 -3.8502 -0.8649  0.29
H: -9.4246 -3.5264 0.5667  0.36
H: -8.8989 -2.2043 -0.4821  0.31
H: -7.0888 -3.9595 1.2478  0.29
H: -7.4908 -2.2882 1.6107  0.31
H: -5.0724 0.9123 -0.9237  0.33
H: -5.7918 0.2974 -2.4440  0.34
H: -4.0415 0.2204 -2.1848  0.12

Cartesian forces (eV/Å) of the 6 atoms listed first:
-0.8 -0.1 -0.2
1.5 0.9 0.2
-1.3 -0.1 -1.0
1.5 0.9 0.9
-1.3 -0.1 -0.4
0.7 -0.2 0.4

## Properties
SMILES = CCCCCCCCP(CCN)CCCC.CCOC(=O)OC.CCOC(=O)OC
DFT total energy = -46655.748 eV
gap between HOMO and LUMO = 8.43 eV
largest force on an atom = 1.98 eV/A
LUMO energy = 0.736 eV